Molecular formula: C4H10N2
Method: DFT, wB97M-V/def2-TZVPD

Summary:
orbital gap (alpha / beta)	3.1 / 8.3	eV
molecular weight	86.1	g mol⁻¹
lowest unoccupied orbital energy (alpha / beta)	4.34 / 4.15	eV
multiplicity	2
net charge	-1
energy relative to the best compared isomer or geometry (same formula, charge and spin)	33.69	kJ/mol
energy	-7288.1112	eV

Atoms and positions in Å:
1 C 0.848 -1.087 -0.741
2 C 0.073 0.229 -0.979
3 C -0.790 0.630 0.190
4 C -0.826 1.911 0.668
5 N -1.673 -0.348 0.590
6 N 2.037 -0.795 0.063
7 H 0.202 -1.784 -0.208
8 H 1.218 -1.491 -1.691
9 H -0.613 0.157 -1.838
10 H 0.837 0.989 -1.148
11 H -1.181 1.965 1.688
12 H -0.439 2.720 0.072
13 H -1.555 -1.360 0.620
14 H -2.270 -0.060 1.355
15 H 2.279 -1.613 0.615
16 H 1.853 -0.062 0.744

Partial atomic charges computed with the natural (NBO) method, in multiples of e: -0.47, -0.48, 0.13, -0.65, -1.04, -0.88, 0.12, 0.17, 0.20, 0.20, 0.19, 0.19, 0.30, 0.34, 0.33, 0.35

Molecular formula: C6H14
Method: DFT, wB97M-V/def2-TZVPD

Summary:
orbital gap	8.1	eV
molecular weight	86.2	g mol⁻¹
lowest unoccupied orbital energy	0.96	eV
multiplicity	1
energy relative to the best compared isomer or geometry (same formula, charge and spin)	507.13	kJ/mol
energy	-6444.1528	eV

Atoms and positions in Å:
1 C 2.854 0.304 0.179
2 C 1.575 -0.283 -0.016
3 C 0.322 0.477 0.366
4 C -0.995 -0.310 0.341
5 C -2.092 0.521 1.010
6 C -1.434 -0.735 -1.061
7 H 2.941 1.380 0.279
8 H 2.189 0.031 -1.105
9 H 3.742 -0.313 0.228
10 H 1.248 -0.380 -1.647
11 H 1.523 -1.368 0.066
12 H 0.244 1.385 -0.245
13 H 0.515 0.813 1.395
14 H -0.845 -1.218 0.945
15 H -3.036 -0.034 1.045
16 H -1.822 0.796 2.036
17 H -2.272 1.447 0.449
18 H -2.399 -1.253 -1.016
19 H -1.550 0.140 -1.712
20 H -0.708 -1.400 -1.538

Partial atomic charges computed with the natural (NBO) method, in multiples of e: -0.73, -0.17, -0.44, -0.21, -0.60, -0.61, 0.21, 0.38, 0.22, -0.18, 0.23, 0.22, 0.23, 0.19, 0.21, 0.21, 0.20, 0.21, 0.20, 0.22

Molecular formula: C3H8N4O
Method: DFT, wB97M-V/def2-TZVPD

Summary:
orbital gap	8.4	eV
molecular weight	116.1	g mol⁻¹
lowest unoccupied orbital energy	-0.36	eV
multiplicity	1
energy relative to the best compared isomer or geometry (same formula, charge and spin)	869.26	kJ/mol
energy	-11240.6145	eV

Atoms and positions in Å:
1 C 0.819 0.196 0.069
2 C -0.687 -0.029 0.248
3 C -1.039 -1.468 0.199
4 H 3.394 0.121 -1.306
5 H 3.716 -1.247 -0.101
6 H 1.117 1.168 -0.096
7 H -0.937 -2.171 1.251
8 H -0.508 -1.994 -0.498
9 H -3.012 -0.781 0.368
10 H -0.671 2.644 0.810
11 H -1.989 2.934 -0.368
12 N 3.325 -0.171 -0.252
13 N 1.906 -0.546 0.296
14 N -1.621 0.854 -0.142
15 N -1.211 2.167 -0.065
16 O -2.599 -1.675 -0.414

Partial atomic charges computed with the natural (NBO) method, in multiples of e: -0.02, 0.08, -0.10, 0.37, 0.39, 0.17, 0.21, 0.20, 0.46, 0.38, 0.39, -0.69, -0.24, -0.18, -0.68, -0.73

Molecular formula: C11H23CaClNO2P2
Method: DFT, wB97M-V/def2-TZVPD

Summary:
orbital gap	6.6	eV
molecular weight	338.8	g mol⁻¹
lowest unoccupied orbital energy	-3.35	eV
multiplicity	1
net charge	+1
energy relative to the best compared isomer or geometry (same formula, charge and spin)	37.10	kJ/mol
energy	-66900.1357	eV

Atoms and positions in Å:
1 Ca 0.183 0.294 2.204
2 P 2.463 -0.577 0.817
3 C 1.666 -1.626 -0.384
4 C 0.236 -1.785 -0.367
5 N -0.559 -0.889 0.316
6 C -1.884 -0.832 0.045
7 C -2.541 -1.866 -0.622
8 C -1.783 -2.903 -1.159
9 C -0.399 -2.837 -1.053
10 C -2.650 0.362 0.626
11 P -1.869 1.985 0.436
12 H 0.280 -3.584 -1.454
13 H -3.639 -1.861 -0.716
14 H -2.244 -3.750 -1.682
15 H -3.621 0.408 0.109
16 H -2.882 0.164 1.693
17 H 1.789 -0.803 -2.044
18 H 2.249 -2.456 -0.814
19 H 1.060 1.174 -2.132
20 O 1.886 -0.062 -2.722
21 H 2.034 -0.491 -3.581
22 H -0.454 2.023 0.321
23 O 0.698 1.850 -1.469
24 H 1.488 2.380 -1.175
25 C -2.259 2.594 -1.197
26 H -3.334 2.635 -1.398
27 H -1.835 3.602 -1.267
28 H -1.747 1.940 -1.906
29 C -2.667 3.029 1.656
30 H -2.195 4.021 1.692
31 H -3.724 3.182 1.385
32 H -2.643 2.580 2.663
33 C 3.054 -1.727 2.146
34 H 3.741 -2.466 1.714
35 H 3.607 -1.155 2.910
36 H 2.220 -2.264 2.630
37 C 4.025 -0.175 -0.039
38 H 4.628 0.472 0.616
39 H 4.581 -1.096 -0.269
40 H 3.777 0.355 -0.970
41 Cl -0.733 0.153 4.438

Partial atomic charges computed with the natural (NBO) method, in multiples of e: 1.73, 0.66, -0.89, 0.24, -0.74, 0.21, -0.32, -0.13, -0.26, -0.79, 1.25, 0.23, 0.23, 0.24, 0.30, 0.29, 0.51, 0.24, 0.53, -1.01, 0.49, 0.07, -1.03, 0.48, -0.95, 0.27, 0.27, 0.30, -0.98, 0.28, 0.29, 0.29, -0.95, 0.24, 0.24, 0.24, -0.92, 0.24, 0.24, 0.26, -0.87

Molecular formula: C8H6N2OS
Method: DFT, wB97M-V/def2-TZVPD

Summary:
orbital gap	8.9	eV
structure (SMILES)	O=c1ccsn1-c1ccccn1
molecular weight	178.2	g mol⁻¹
lowest unoccupied orbital energy	0.37	eV
multiplicity	1
energy relative to the best compared isomer or geometry (same formula, charge and spin)	117.32	kJ/mol
energy	-24255.0440	eV

Atoms and positions in Å:
1 O -1.544 2.100 -0.180
2 C -1.841 0.932 -0.102
3 C -3.235 0.446 -0.048
4 C -3.331 -0.869 0.124
5 S -1.806 -1.654 -0.057
6 N -1.010 -0.150 -0.086
7 C 0.422 -0.184 -0.048
8 C 1.143 0.963 -0.032
9 C 2.537 0.941 0.156
10 C 3.141 -0.292 -0.030
11 C 2.298 -1.433 -0.044
12 N 0.962 -1.448 -0.118
13 H -4.122 1.137 0.255
14 H -4.391 -1.343 0.305
15 H 0.558 1.921 0.059
16 H 3.175 1.769 0.228
17 H 4.208 -0.407 -0.148
18 H 2.835 -2.428 -0.235

Partial atomic charges computed with the natural (NBO) method, in multiples of e: -0.61, 0.61, -0.33, -0.38, 0.59, -0.56, 0.34, -0.29, -0.13, -0.27, 0.06, -0.44, 0.24, 0.27, 0.28, 0.22, 0.22, 0.20

Molecular formula: C4H10NO
Method: DFT, wB97M-V/def2-TZVPD

Summary:
orbital gap	6.6	eV
molecular weight	88.1	g mol⁻¹
lowest unoccupied orbital energy	3.71	eV
multiplicity	1
net charge	-1
energy relative to the best compared isomer or geometry (same formula, charge and spin)	628.62	kJ/mol
energy	-7841.0211	eV

Atoms and positions in Å:
1 C 2.487 -0.439 -1.539
2 C 0.011 1.104 -0.081
3 N -0.810 1.683 0.889
4 C -0.979 0.027 0.270
5 C -2.136 -0.509 1.640
6 O -2.742 -1.622 1.607
7 H 3.543 -0.595 -1.541
8 H 2.113 0.474 -1.967
9 H 1.662 -0.450 -0.728
10 H 0.257 1.514 -1.068
11 H 0.910 0.963 0.529
12 H 2.076 -1.418 -1.763
13 H -1.675 0.124 -0.575
14 H -0.619 -0.993 0.173
15 H -2.721 0.420 1.713
16 H -1.376 -0.283 2.440

Partial atomic charges computed with the natural (NBO) method, in multiples of e: -0.95, -0.28, -0.49, -0.52, 0.16, -0.78, 0.21, 0.22, 0.28, 0.13, 0.15, 0.22, 0.19, 0.25, 0.11, 0.09

Molecular formula: CH4N2O2
Method: DFT, wB97M-V/def2-TZVPD

Summary:
orbital gap	8.9	eV
molecular weight	76.1	g mol⁻¹
lowest unoccupied orbital energy	0.55	eV
multiplicity	1
energy relative to the best compared isomer or geometry (same formula, charge and spin)	253.14	kJ/mol
energy	-8174.0619	eV

Atoms and positions in Å:
1 C -0.018 -0.014 -0.820
2 N 1.170 0.517 -1.010
3 N -0.594 0.240 1.115
4 O -0.731 -0.715 -1.450
5 O -1.224 -0.937 1.518
6 H 1.562 1.171 -0.359
7 H 1.665 0.307 -1.866
8 H 0.334 0.209 1.530
9 H -2.162 -0.778 1.343

Partial atomic charges computed with the natural (NBO) method, in multiples of e: 0.79, -0.84, -0.43, -0.55, -0.57, 0.41, 0.41, 0.31, 0.47

Molecular formula: C5H11N
Method: DFT, wB97M-V/def2-TZVPD

Summary:
orbital gap (alpha / beta)	2.5 / 7.5	eV
molecular weight	85.1	g mol⁻¹
lowest unoccupied orbital energy (alpha / beta)	4.00 / 3.88	eV
multiplicity	2
net charge	-1
energy relative to the best compared isomer or geometry (same formula, charge and spin)	181.98	kJ/mol
energy	-6849.9318	eV

Atoms and positions in Å:
1 C -0.656 -1.717 1.081
2 C 0.625 -0.852 1.197
3 C 1.106 -0.615 -0.365
4 C 0.611 0.736 -0.842
5 C -0.567 1.388 -0.527
6 N -0.964 2.535 -1.251
7 H -0.493 -2.638 0.423
8 H -1.243 -1.236 0.328
9 H -1.229 -1.850 2.055
10 H 0.441 -0.043 1.790
11 H 1.266 -1.596 1.771
12 H 2.189 -0.790 -0.498
13 H 0.811 -1.474 -0.947
14 H 1.272 1.180 -1.572
15 H -1.135 1.171 0.371
16 H -0.277 2.771 -2.043
17 H -1.759 3.030 -0.970

Partial atomic charges computed with the natural (NBO) method, in multiples of e: -0.66, -0.41, -0.42, -0.44, -0.32, -1.11, 0.19, 0.21, 0.20, 0.20, 0.17, 0.19, 0.18, 0.18, 0.19, 0.33, 0.31

Molecular formula: C10H26BrN2O3
Method: DFT, wB97M-V/def2-TZVPD

Summary:
orbital gap	5.7	eV
molecular weight	302.2	g mol⁻¹
lowest unoccupied orbital energy	2.41	eV
multiplicity	1
net charge	-1
energy relative to the best compared isomer or geometry (same formula, charge and spin)	247.89	kJ/mol
energy	-89955.0922	eV

Atoms and positions in Å:
1 Br -37.912 -14.800 5.945
2 C -45.771 -13.906 9.543
3 O -45.499 -12.807 8.635
4 C -46.552 -12.738 7.601
5 C -46.353 -13.874 6.528
6 N -44.976 -14.073 6.254
7 C -44.645 -13.585 4.917
8 C -44.777 -12.010 4.711
9 O -44.040 -11.338 5.681
10 C -43.969 -9.937 5.546
11 H -46.801 -14.100 9.840
12 H -45.230 -13.764 10.478
13 H -45.387 -14.838 9.128
14 H -46.339 -11.812 7.067
15 H -47.572 -12.738 7.985
16 H -46.954 -13.521 5.690
17 H -46.822 -14.819 6.801
18 H -44.727 -15.050 6.310
19 H -45.118 -14.073 4.065
20 H -43.598 -13.884 4.883
21 H -45.845 -11.850 4.859
22 H -44.621 -11.667 3.688
23 H -45.005 -9.597 5.539
24 H -43.491 -9.621 4.618
25 H -43.427 -9.365 6.299
26 C -36.746 -10.659 -4.801
27 C -36.960 -9.319 -4.064
28 C -37.651 -9.418 -2.719
29 O -37.012 -10.421 -1.989
30 C -37.610 -10.638 -0.676
31 N -35.686 -8.750 -4.059
32 H -37.730 -11.117 -4.900
33 H -36.116 -11.376 -4.275
34 H -36.357 -10.488 -5.805
35 H -37.599 -8.694 -4.688
36 H -38.650 -9.781 -2.961
37 H -37.739 -8.538 -2.082
38 H -38.267 -9.845 -0.317
39 H -36.940 -10.732 0.178
40 H -38.318 -11.467 -0.683
41 H -35.273 -9.135 -4.897
42 H -35.264 -9.238 -3.282

Partial atomic charges computed with the natural (NBO) method, in multiples of e: -1.00, -0.26, -0.52, -0.07, -0.25, -0.60, -0.23, -0.06, -0.53, -0.24, 0.16, 0.19, 0.17, 0.19, 0.16, 0.17, 0.18, 0.37, 0.16, 0.22, 0.14, 0.17, 0.15, 0.16, 0.20, -0.62, -0.06, -0.06, -0.56, -0.27, -0.81, 0.20, 0.22, 0.19, 0.17, 0.16, 0.18, 0.17, 0.20, 0.18, 0.34, 0.35